Record 1
ORCA calculation (ωB97M-V/def2-TZVPD) on C12H12AsF6N2O2Pt as an isolated structure at a distorted geometry.

Structure (XYZ):
```
36
Properties=species:S:1:pos:R:3:forces:R:3:mulliken_spin:R:1
Pt -0.00034 0.70781 0.26596 0.1 0.1 0.5 0.8468
C -4.10574 0.33683 1.25484 0.0 0.0 0.0 -0.0007
C -2.63328 0.33701 1.34624 0.0 0.0 0.0 -0.0050
O -1.98719 0.56202 0.30127 0.0 0.1 0.0 -0.0116
C -2.04008 0.06066 2.67442 0.0 0.0 0.0 -0.0101
C -0.76658 -0.07960 3.08344 0.1 0.0 0.0 0.0170
C -0.36788 -0.42238 4.47494 0.0 0.0 0.0 0.0017
N 0.29795 0.11822 2.14419 0.4 -0.1 0.0 -0.0190
N 1.47540 -0.01481 2.54767 -0.4 0.1 -0.2 0.0349
C 2.42961 0.25662 1.49719 0.2 -0.1 0.2 -0.0082
O 1.98091 0.56003 0.34848 0.2 0.1 -0.2 0.0655
C 3.79512 0.15680 1.81843 -0.2 0.0 0.0 -0.0008
C 4.75816 0.43370 0.80568 -0.1 0.0 0.1 -0.0010
C 6.08811 0.33230 1.10351 0.1 0.0 0.2 -0.0001
C 6.48187 -0.04248 2.40069 -0.1 0.0 0.0 -0.0011
C 5.54874 -0.31665 3.40752 0.1 0.0 -0.1 0.0006
C 4.21048 -0.21994 3.13040 -0.1 0.0 -0.1 -0.0007
H -4.43462 0.43716 0.22518 0.0 0.0 0.0 0.0001
H -4.47570 1.18319 1.84762 0.0 0.0 0.0 0.0009
H -4.51537 -0.56455 1.71718 0.0 0.0 0.0 0.0003
H -2.78793 -0.09189 3.44250 0.0 0.0 0.0 0.0004
H -1.25262 -0.58460 5.08340 0.0 0.0 0.0 0.0002
H 0.22350 0.38380 4.91261 0.0 0.0 0.0 0.0001
H 0.24345 -1.32575 4.48612 0.0 0.0 0.0 0.0001
H 4.42746 0.72212 -0.18281 0.0 0.0 0.0 0.0006
H 6.83548 0.53899 0.35059 0.0 0.0 0.0 -0.0001
H 7.53839 -0.11943 2.62693 0.0 0.0 0.0 0.0000
H 5.88412 -0.60086 4.39463 0.0 0.0 0.0 0.0000
H 3.47574 -0.42601 3.89466 0.0 0.0 0.0 -0.0006
F -0.22318 1.43965 -1.49760 -0.1 0.2 -0.2 0.0228
As -0.26498 3.77100 -0.96648 -0.8 -0.6 -0.5 -0.0068
F 1.03188 3.72790 -2.02669 0.1 0.1 0.1 0.0009
F 0.78399 2.98369 0.22643 0.2 -0.2 0.4 0.0657
F -0.18931 5.32676 -0.39988 0.0 0.0 0.1 0.0014
F -1.50927 3.13940 0.05933 0.1 0.3 0.0 0.0058
F -1.39103 3.82888 -2.20572 0.1 0.1 -0.1 0.0001
```
Forces are in eV/Å.

Its maximum force is 1.07 eV/A. Its HOMO energy (alpha / beta) is -0.612 / -0.612 Eh. The energy comes out at -100085.75686 eV. Its charge is +2. Its multiplicity is 2. The value obtained for the lowest unoccupied orbital energy (alpha / beta) is -0.386 / -0.412 Ha. The value obtained for the energy above the lowest of the compared OMol25 structures with the same formula, charge and spin is 7.25 kcal/mol.

---

Record 2
ORCA calculation (ωB97M-V/def2-TZVPD) on C12H12B2F5N6O4S2Tm as an isolated structure at a distorted geometry.

Structure (XYZ):
```
44
Properties=species:S:1:pos:R:3:forces:R:3:mulliken_spin:R:1
Tm 0.65093 -0.45943 -0.85824 -0.4 -0.3 -1.5 2.0266
C 3.25417 3.11204 -1.06500 0.0 -0.1 0.0 0.0001
C 2.14234 2.13136 -1.20108 0.2 -0.1 -0.2 -0.0023
N 2.21493 0.87502 -1.39985 1.3 1.2 -0.5 -0.0022
O 3.30158 0.05963 -1.34558 0.1 0.3 0.0 0.0004
B 2.96553 -1.36704 -1.79641 0.0 -0.2 -1.0 -0.0079
F 1.78293 -1.18702 -2.66408 0.8 -0.3 -0.1 0.0018
F 4.03878 -1.84941 -2.44553 0.0 0.0 0.2 -0.0001
O 2.51671 -2.42184 -0.77461 0.0 -0.2 0.1 0.0003
N 1.15793 -2.52302 -0.69527 0.3 -1.7 0.2 -0.0001
C 0.47864 -3.30528 0.04986 0.2 -0.1 -0.1 -0.0042
C 0.96880 -4.48182 0.81989 0.1 0.1 0.0 0.0001
C -0.96728 -2.82961 0.09479 -0.2 0.2 0.2 -0.0017
N -1.00788 -1.55060 0.05809 -1.2 -0.6 0.3 -0.0054
O -2.17649 -0.83369 -0.05539 -0.1 -0.5 0.2 0.0023
B -2.05646 0.34385 -0.96373 0.0 -0.2 -0.9 -0.0023
F -1.11133 -0.18672 -2.07509 -1.3 0.4 0.0 -0.0006
F -3.27422 0.61867 -1.45967 0.0 0.0 0.2 -0.0001
O -1.41135 1.63397 -0.58158 0.1 0.5 0.1 0.0007
N -0.03276 1.60419 -0.61646 -0.7 1.1 -0.2 -0.0039
C 0.67477 2.53827 -1.13264 -0.2 0.0 0.3 -0.0020
C 0.16107 3.83937 -1.64015 0.0 -0.1 0.0 0.0000
C -2.15305 -3.72822 0.14130 0.0 0.1 0.0 -0.0001
H 4.20582 2.58856 -1.01034 0.0 0.0 0.0 0.0000
H 3.12068 3.72589 -0.17400 0.0 0.0 0.0 -0.0001
H 3.26771 3.77494 -1.93244 0.0 0.0 0.0 0.0000
H 2.05655 -4.47250 0.83380 0.0 0.0 0.0 0.0000
H 0.63387 -5.40433 0.34150 0.0 0.0 0.0 -0.0001
H 0.58278 -4.46845 1.83893 0.0 0.0 0.0 0.0000
H -0.89561 3.72803 -1.87718 0.0 0.1 0.0 0.0000
H 0.71114 4.14883 -2.52763 0.0 0.0 0.0 0.0000
H 0.26481 4.61597 -0.87944 0.0 0.0 0.0 -0.0001
H -1.87285 -4.77751 0.10554 0.0 0.0 0.0 0.0000
H -2.79089 -3.49630 -0.71406 0.0 0.0 0.0 -0.0001
H -2.74232 -3.53263 1.03805 0.0 0.0 0.0 -0.0001
S -0.70544 -0.10245 2.91999 -0.1 0.1 0.1 -0.0001
C -1.58934 1.36183 3.01046 0.2 0.0 0.1 -0.0001
S -0.01549 1.85351 2.54072 -0.1 0.1 0.1 0.0000
C -2.80807 1.84816 3.27583 0.0 0.0 0.0 0.0000
C -3.87195 0.97958 3.66813 -0.2 -0.2 0.0 0.0000
N -4.72892 0.28527 3.99196 0.1 0.0 0.0 0.0000
C -3.07952 3.24626 3.17057 0.0 0.2 0.0 0.0000
N -3.29391 4.37219 3.08298 0.1 -0.1 0.0 0.0000
F 1.43265 -0.30754 0.90310 0.9 0.2 2.2 0.0013
```
Forces are in eV/Å.

Its maximum force is 2.38 eV/A. Its HOMO energy is -0.346 Eh. The energy comes out at -95914.69301 eV. Its charge is 0. Its multiplicity is 3. The value obtained for the lowest unoccupied orbital energy is -0.039 Ha. The value obtained for the energy above the lowest of the compared OMol25 structures with the same formula, charge and spin is 10.99 kcal/mol.

---

Record 3
ORCA calculation (ωB97M-V/def2-TZVPD) on C12H12BBaF9O12 as an isolated structure at a distorted geometry.

Structure (XYZ):
```
47
Properties=species:S:1:pos:R:3:forces:R:3:lowdin_charge:R:1
Ba -0.31149 -0.09611 -0.28890 0.2 -0.2 -0.9 2.1599
B 1.61531 0.26515 -2.94856 0.3 -0.3 0.6 -1.1890
F 1.82264 1.10475 -1.74952 -0.8 -1.2 -0.7 -0.0378
F 1.72345 1.07936 -4.03503 -0.1 0.0 -0.4 0.1729
F 2.47726 -0.83080 -2.93806 -0.2 0.6 0.1 0.1332
F 0.25535 -0.34270 -2.91552 0.5 0.8 0.3 -0.0903
F -0.56978 1.22455 1.46090 -0.2 0.5 1.0 -0.7978
C -1.06445 2.28533 -5.05832 2.2 0.4 -2.0 -0.0840
C -2.05395 1.23494 -5.42505 0.5 -0.9 0.5 -0.2376
O -2.58796 0.89372 -4.14705 -0.2 -0.7 -0.3 0.1725
C -1.89370 1.50198 -3.18583 0.9 1.2 2.7 -0.5417
O -1.99912 1.39915 -1.96826 -0.6 -0.8 -2.1 -0.0069
O -1.02335 2.38969 -3.67539 -0.8 -0.3 0.4 0.1176
F -1.45279 0.14466 -6.05360 -0.4 0.6 1.0 0.0546
H -1.17271 3.23194 -5.57981 -0.6 0.3 0.4 0.1477
H -0.09044 1.93182 -5.38754 0.2 -0.2 0.0 0.1386
H -2.81572 1.52104 -6.09459 -1.2 0.3 -0.4 0.1545
C 0.33892 -4.17441 -1.04170 -0.9 -0.9 1.4 -0.0781
C 1.73620 -4.64682 -1.24189 0.5 -0.1 0.7 -0.3042
O 2.57224 -3.78559 -0.46406 -1.0 -0.2 -1.2 0.1889
C 1.87665 -2.66452 -0.35270 -1.1 1.2 2.1 -0.5457
O 2.27129 -1.63863 0.09819 -0.2 0.2 -0.5 0.1298
O 0.49008 -2.87578 -0.54085 1.8 0.7 -0.1 -0.0639
F 2.00892 -4.46123 -2.53020 1.0 -0.4 -1.2 0.1202
H -0.16882 -4.81308 -0.30861 -0.1 0.3 0.0 0.1509
H -0.21538 -4.15536 -1.94919 -0.3 -0.1 -0.8 0.1418
H 1.94678 -5.62458 -0.85356 0.2 -0.7 -0.5 0.1690
C -3.21702 1.01712 3.43563 -0.4 0.3 0.3 -0.0189
C -2.99696 -0.24382 4.25677 0.6 0.9 -1.6 -0.3167
O -2.43535 -1.09065 3.26570 0.1 -0.6 -0.7 0.1235
C -2.88048 -0.67893 2.03037 1.3 -0.6 0.5 -0.5830
O -2.56985 -1.18975 0.98009 -0.4 0.0 0.9 0.0091
O -3.60176 0.38713 2.20117 -0.7 1.6 -1.1 0.0970
F -4.17333 -0.73914 4.60359 -1.2 -0.9 1.2 0.1105
H -2.24417 1.47524 3.32307 0.2 0.4 -0.4 0.1177
H -3.99356 1.78357 3.68663 0.6 -1.1 0.1 0.1653
H -2.26222 -0.19277 5.03351 0.0 0.0 0.8 0.1677
C 1.72354 1.93355 3.24949 0.1 -0.1 -1.3 -0.0675
C 2.73202 2.87982 3.81957 0.8 -0.4 1.2 -0.2854
O 3.89486 2.15447 3.85072 1.5 -0.1 -0.8 0.1181
C 3.68038 0.82022 3.63340 -1.7 1.4 1.1 -0.5526
O 4.47540 -0.00425 3.84657 1.2 -1.3 -0.3 0.2063
O 2.37316 0.64808 3.35273 -0.2 0.1 -0.2 0.0769
F 2.40659 3.02384 5.19339 -0.1 0.9 -0.9 0.0124
H 1.51901 2.10843 2.16360 -0.3 0.0 1.2 0.1345
H 0.88779 1.98294 3.93715 -0.5 -0.3 -0.6 0.1340
H 2.96652 3.82642 3.31154 -0.7 -0.1 0.6 0.1759
```
Forces are in eV/Å.

Its maximum force is 3.07 eV/A. Its HOMO energy is -0.412 Eh. The energy comes out at -63046.58524 eV. Its charge is 0. The value obtained for the lowest unoccupied orbital energy is 0.004 Ha.

---

Record 4
ORCA calculation (ωB97M-V/def2-TZVPD) on C12H12BClN8O4Pd as an isolated structure at a distorted geometry.

Structure (XYZ):
```
39
Properties=species:S:1:pos:R:3:forces:R:3:mulliken_spin:R:1
Pd -0.65544 -0.72426 -0.07739 3.0 -3.6 -0.2 0.5956
C 0.24848 -3.71873 -3.12600 -0.1 0.1 0.2 0.0123
C -0.54696 -2.70600 -2.59143 0.0 0.0 -0.4 -0.0065
N -0.15162 -2.45572 -1.35311 -0.3 1.0 0.8 0.1677
N 0.87366 -3.26671 -1.05245 0.2 0.1 0.0 0.0115
C 1.14216 -4.03756 -2.12106 -0.3 0.2 -0.2 0.0009
B 1.64488 -3.11302 0.27617 0.5 -0.4 0.1 -0.0169
N 2.29367 -1.70934 0.26697 -0.1 -0.6 0.1 -0.0018
C 3.55463 -1.30038 0.47865 0.0 0.6 0.0 -0.0022
C 3.58516 0.08377 0.43086 -0.6 -0.1 -0.1 -0.0047
C 2.27022 0.45624 0.16698 0.1 0.7 0.1 0.0008
N 1.51561 -0.63128 0.06602 -2.0 0.2 -0.1 -0.0290
N 0.63806 -3.13262 1.45210 0.1 -0.1 -0.1 -0.0017
C 0.58745 -3.91105 2.54756 -0.3 0.2 0.1 0.0022
C -0.48033 -3.50761 3.32665 0.0 0.1 -0.3 0.0067
C -1.04104 -2.43335 2.63394 -0.1 -0.1 0.2 -0.0087
N -0.35283 -2.23274 1.51943 -0.4 1.0 -0.8 0.1754
N 2.65158 -4.23697 0.42173 -0.3 -0.4 -0.2 0.0002
C 2.39399 -5.56838 0.42580 0.2 -0.8 0.1 -0.0003
C 3.58808 -6.23794 0.58691 -0.4 0.0 -0.1 0.0001
C 4.55525 -5.22357 0.67323 -0.9 -0.3 -0.3 0.0000
N 3.96813 -4.06094 0.54317 1.2 1.6 0.4 -0.0001
H 0.17946 -4.15064 -4.10192 0.0 -0.1 -0.2 0.0012
H -1.36315 -2.15647 -3.02682 0.0 0.0 -0.1 0.0016
H 1.94420 -4.74817 -2.12009 0.1 -0.1 0.1 0.0005
H 4.33961 -2.02146 0.62331 -0.1 -0.1 0.0 -0.0003
H 4.42976 0.72685 0.56897 0.1 0.1 -0.1 -0.0003
H 1.83656 1.43179 0.04041 0.0 0.1 0.0 -0.0004
H 1.31421 -4.67860 2.72062 0.1 -0.2 -0.1 -0.0001
H -0.81663 -3.93994 4.24643 0.0 0.0 0.2 0.0010
H -1.87827 -1.80093 2.87614 -0.1 0.0 0.0 0.0021
H 1.40306 -5.95804 0.31724 -0.3 -0.1 0.0 0.0002
H 3.75679 -7.29374 0.60852 -0.1 -0.3 0.1 0.0000
H 5.61635 -5.29975 0.78750 0.3 0.0 0.0 0.0000
O -1.50367 0.93748 -1.48744 1.2 -0.1 -0.7 0.0560
Cl -2.57722 0.71219 -0.55177 -1.3 2.5 -0.1 -0.0112
O -3.67687 1.50744 -0.79539 -1.0 0.6 -0.3 0.0051
O -2.01647 0.92580 0.76437 0.5 0.1 1.1 0.0520
O -2.90246 -0.69277 -0.63447 1.1 -2.1 0.5 -0.0089
```
Forces are in eV/Å.

Its maximum force is 4.67 eV/A. Its HOMO energy (alpha / beta) is -0.455 / -0.455 Eh. The energy comes out at -49412.70150 eV. Its charge is +1. Its multiplicity is 2. The value obtained for the lowest unoccupied orbital energy (alpha / beta) is -0.286 / -0.268 Ha.

---

Record 5
ORCA calculation (ωB97M-V/def2-TZVPD) on C12H12Cl2O6 as an isolated structure at a distorted geometry.

Structure (XYZ):
```
32
Properties=species:S:1:pos:R:3:forces:R:3:lowdin_charge:R:1
O -3.67422 -0.58235 -0.67788 1.6 1.3 0.7 0.0639
C -2.76871 0.20488 -0.34816 -16.9 3.5 -0.9 -0.4942
O -3.07212 1.54210 0.01609 -2.6 -1.7 -0.7 -0.0174
C -4.53786 1.84125 -0.11318 0.0 -8.8 1.1 0.0024
H -4.53833 2.75560 0.01620 -0.1 9.0 1.7 0.0129
H -4.97174 1.66104 -1.07423 0.3 -0.7 -0.7 0.1135
C -5.65169 0.98080 0.99954 -1.0 2.2 -11.7 -0.0706
O -6.28155 0.11485 0.05305 -1.4 0.5 2.8 -0.0567
H -5.66745 -0.46776 -0.34782 1.5 -0.8 -0.4 0.0348
H -6.28347 1.75051 1.19986 -2.4 1.9 0.6 0.0775
H -5.05182 0.91565 1.70924 5.0 -3.0 6.7 0.0254
C -1.56452 0.05123 -0.30977 16.1 -10.9 1.7 -0.1463
C -0.55206 0.84524 -0.35560 -0.1 10.5 -0.3 -0.0588
C 0.81439 0.92151 -0.09776 1.3 -5.8 -1.5 -0.5268
C 1.29412 -0.47509 -0.11510 -0.9 3.9 3.9 -0.0475
C 0.34916 -1.56362 0.15735 5.4 1.6 -1.8 -0.0821
C -0.91378 -1.50406 -0.02065 -6.3 4.5 -1.1 -0.5352
Cl -2.01358 -2.76344 0.07631 0.0 -1.0 0.2 0.8145
H 0.92823 -2.42072 0.06383 0.4 -2.2 0.7 0.1026
C 2.72695 -0.75144 0.24950 0.6 -3.8 -4.3 -0.3749
O 3.16350 -1.86023 -0.31115 -0.6 5.1 3.5 0.0268
O 3.34709 0.26741 0.86214 1.8 -2.2 -1.1 -0.0470
C 4.85630 0.06532 0.92149 -2.2 -7.5 -4.1 -0.0361
H 4.98167 -1.03821 1.32975 0.2 2.6 -0.7 0.1761
H 5.16978 0.79587 1.42642 2.1 5.4 5.2 0.0276
C 5.70458 0.29426 -0.44256 -4.4 -4.3 1.0 -0.3255
O 7.01946 0.05976 -0.25155 2.7 6.0 3.4 -0.0776
H 7.30359 1.10097 0.33564 -0.5 -5.0 -2.6 0.2677
H 5.32051 -0.52694 -1.07152 0.2 0.6 -0.4 0.1232
H 5.31832 1.20992 -0.73689 0.1 2.1 -1.3 0.0927
Cl 1.82149 2.32268 -0.28366 -1.1 -0.4 0.0 0.7431
H -0.99419 2.00103 -0.48724 1.2 -2.8 0.1 0.1922
```
Forces are in eV/Å.

Its maximum force is 19.54 eV/A. Its HOMO energy is -0.342 Eh. The energy comes out at -49957.41935 eV. Its charge is 0. The value obtained for the lowest unoccupied orbital energy is -0.059 Ha. The value obtained for the energy above the lowest of the compared OMol25 structures with the same formula, charge and spin is 254.79 kcal/mol.

---

Record 6
ORCA calculation (ωB97M-V/def2-TZVPD) on C12H12CoF12N3O8S5Si as an isolated structure.

Structure (XYZ):
```
54
Properties=species:S:1:pos:R:3:forces:R:3:lowdin_charge:R:1
Co 0.63706 0.28076 -1.09581 -0.2 0.0 0.7 0.4078
F 2.22094 -2.90164 -0.23030 0.0 0.0 0.0 0.1436
C 2.41428 -3.49288 -1.40891 0.0 -0.1 0.0 -0.6772
F 3.58584 -4.11112 -1.39174 0.0 0.0 0.0 0.1608
F 1.44881 -4.39602 -1.59835 0.0 0.0 0.0 0.1386
S 2.37580 -2.25611 -2.77885 0.1 -0.1 0.1 0.6372
O 1.16493 -1.46945 -2.56492 -0.2 0.2 -0.1 -0.3135
O 2.47196 -3.03755 -3.95928 0.0 0.1 0.0 -0.2196
N 3.67671 -1.42418 -2.44975 -0.3 0.1 0.0 -0.2665
S 3.46352 0.04497 -1.94618 0.1 0.0 0.0 0.6839
O 2.53442 0.13186 -0.78079 0.0 -0.3 0.0 -0.3848
O 3.28521 1.02170 -2.96526 0.1 0.1 0.0 -0.2218
C 5.08329 0.34560 -1.12355 0.0 0.0 0.0 -0.6885
F 6.04901 0.27890 -2.02468 0.0 0.0 0.0 0.1682
F 5.05228 1.56211 -0.59476 0.0 0.0 0.0 0.1633
F 5.29786 -0.54556 -0.16933 0.0 -0.1 0.0 0.1662
C -3.49855 -0.73684 3.98641 0.0 0.0 0.0 -0.1735
Si -1.70583 -0.28496 3.69645 0.0 0.0 0.0 0.5204
C -0.62581 -0.99977 5.04153 0.0 0.0 0.0 -0.1711
C -1.51658 1.56523 3.57671 0.0 0.0 0.0 -0.1932
C -1.21387 -1.12732 2.07022 0.0 -0.1 0.0 -0.2040
C -1.70264 -2.39639 1.75759 -0.1 0.1 0.1 -0.0461
C -1.44014 -3.01662 0.54146 0.0 -0.1 0.0 -0.0234
C -0.66949 -2.35543 -0.38897 0.0 0.1 0.0 -0.0818
N -0.15038 -1.16584 -0.08840 0.3 -0.1 0.0 -0.0536
C -0.41207 -0.57292 1.08126 0.3 0.4 0.0 -0.5991
S 0.40497 0.97954 0.99038 -0.3 0.0 -0.3 0.9255
H -3.95278 -0.03748 4.69152 0.0 0.0 0.0 0.0347
H -3.60730 -1.73821 4.40769 0.0 0.0 0.0 0.0322
H -4.07450 -0.68877 3.06034 0.0 0.0 0.0 0.0392
H -0.92372 -0.62556 6.02359 0.0 0.0 0.0 0.0357
H 0.42266 -0.73613 4.88880 0.0 0.0 0.0 0.0359
H -0.69874 -2.08920 5.06242 0.0 0.0 0.0 0.0333
H -1.99371 2.01673 4.45063 0.0 0.0 0.0 0.0391
H -2.00085 1.96532 2.68357 0.0 0.0 0.0 0.0286
H -0.47366 1.88662 3.57294 0.0 0.0 0.0 0.0165
H -2.33519 -2.91217 2.47239 0.0 0.0 0.0 0.1118
H -1.84013 -3.99334 0.31184 0.0 0.0 0.0 0.1152
H -0.45003 -2.74890 -1.36940 0.0 0.0 0.0 0.1154
F -2.79225 1.11413 -3.92316 0.0 0.0 0.0 0.1693
C -3.33068 1.42359 -2.75598 0.0 0.0 0.0 -0.6849
F -4.07647 0.41235 -2.32724 0.0 0.0 0.0 0.1599
F -4.08359 2.50604 -2.88347 0.0 0.0 0.0 0.1637
S -2.01145 1.76141 -1.51232 -0.1 0.1 0.0 0.6636
O -1.16208 0.55384 -1.69129 -0.1 -0.2 0.1 -0.3442
O -2.67694 1.92592 -0.26799 0.0 0.0 0.0 -0.2331
N -1.28954 3.03772 -2.04163 0.1 -0.1 0.1 -0.2581
S 0.17245 2.86198 -2.62753 -0.1 0.1 0.0 0.6896
O 0.24422 2.48971 -3.99684 0.0 0.0 0.0 -0.2100
O 1.02767 2.12939 -1.67442 0.2 -0.2 -0.3 -0.3699
C 0.80268 4.58759 -2.45705 0.0 0.0 0.0 -0.6875
F 0.95737 4.89956 -1.18079 0.0 0.0 0.0 0.1685
F 1.96873 4.65326 -3.07810 0.0 0.0 0.0 0.1720
F -0.05367 5.42454 -3.02069 0.0 0.0 0.0 0.1655
```
Forces are in eV/Å.

Its maximum force is 0.74 eV/A. Its HOMO energy (alpha / beta) is -0.343 / -0.343 Eh. The energy comes out at -165778.64613 eV. Its charge is 0. The value obtained for the lowest unoccupied orbital energy (alpha / beta) is -0.074 / -0.075 Ha.